One molecule with the formula C20H22N4O4 in a non-equilibrium geometry, computed with ωB97M-V with the def2-TZVPD basis set.

```
50
C20H22N4O4 (ωB97M-V with the def2-TZVPD basis set)
C -7.3607 -2.5756 -1.1330
C -6.7555 -1.1862 -1.0722
O -5.5490 -1.2494 -0.3051
C -5.0085 -0.0873 0.0627
O -5.4782 0.9871 -0.2036
C -3.7170 -0.3176 0.8289
C -3.3427 0.9056 1.6781
C -2.3721 1.8111 0.9353
N -1.1298 1.1064 0.6622
C 0.0076 1.8343 0.5894
O -0.0089 3.0536 0.6987
C 1.2803 1.1019 0.4106
C 1.7332 -0.0452 1.0225
C 3.0794 -0.2188 0.6323
C 4.0582 -1.2037 0.9281
O 3.9600 -2.1974 1.6192
N 5.3139 -0.9164 0.2757
C 6.3348 -1.7905 0.5045
C 7.5606 -1.6346 -0.0458
C 7.7984 -0.5253 -0.8928
C 6.7940 0.3543 -1.1320
C 5.5064 0.1885 -0.5492
N 4.5759 1.0696 -0.8117
C 3.3922 0.8598 -0.2177
N 2.3077 1.6506 -0.3322
C 2.2516 2.8400 -1.1371
C -1.2424 -0.3127 0.4069
C -2.6093 -0.6189 -0.1977
H -7.5897 -2.9292 -0.1314
H -8.2752 -2.5491 -1.7181
H -6.6625 -3.2683 -1.5948
H -7.4361 -0.4709 -0.5979
H -6.5137 -0.8138 -2.0740
H -3.8631 -1.1936 1.4659
H -4.2417 1.4763 1.9118
H -2.8877 0.5821 2.6151
H -2.1217 2.6922 1.5305
H -2.8297 2.1593 0.0025
H 1.1999 -0.6774 1.7018
H 6.0705 -2.6084 1.1603
H 8.3419 -2.3466 0.1604
H 8.7718 -0.3901 -1.3377
H 6.9162 1.2165 -1.7664
H 3.2723 3.1090 -1.4006
H 1.7738 3.6408 -0.5741
H 1.6776 2.6592 -2.0492
H -1.1295 -0.8828 1.3379
H -0.4483 -0.6194 -0.2784
H -2.7489 -0.0039 -1.0889
H -2.6558 -1.6650 -0.4996
```

HOMO level	-7.63	eV
SMILES	CCOC(=O)C1CCN(C(=O)c2cc3c(=O)n4ccccc4nc3n2C)CC1
DFT total energy	-1295.38419	Eh

Atomic partial charges in e from the Löwdin method, atoms 1 to 8: -0.065 -0.220 0.003 -0.481 0.126 -0.212 -0.113 -0.127


An isolated ion of composition C8H17FNO3 and charge +1 in a non-equilibrium geometry, computed with ωB97M-V with the def2-TZVPD basis set.

```
30
C8H17FNO3 (ωB97M-V with the def2-TZVPD basis set)
C 0.0759 1.1962 -0.0018
C -1.0240 1.2261 -1.0500
C -0.9347 -1.1747 -1.3839
C 1.0879 0.1420 -0.0770
C 2.3633 -0.3948 1.9738
C 1.7616 -2.1218 0.1704
C -1.9157 2.4122 -0.8524
C 1.3106 -0.8758 0.9307
N -1.8310 -0.0519 -0.9871
O -0.7464 -1.0925 -2.7347
O -3.0000 2.1198 -0.0684
O 0.0363 -1.0972 1.5516
F 1.9760 0.3237 -1.0889
H 0.6347 2.0252 -0.2371
H -0.4590 1.2409 0.9222
H -0.5961 1.1447 -2.0191
H -1.4470 -2.1638 -1.0209
H 3.3285 0.0799 1.5745
H 2.7959 -1.2892 2.4900
H 1.9814 0.3367 2.7844
H 0.8283 -2.6215 -0.1030
H 2.3418 -1.7294 -0.6637
H 2.3603 -2.7069 0.8047
H -2.2848 2.7951 -1.7567
H -1.3415 3.1835 -0.4573
H -1.9817 -0.3855 -0.0181
H -2.8064 0.1324 -1.2432
H -0.1029 -1.7081 -3.0602
H -2.9617 2.8235 0.6022
H 0.0476 -1.9244 2.0520
```

HOMO level (alpha / beta)	-12.58 / -11.35	eV
DFT total energy	-694.95973	Eh
total charge	+1

Atomic partial charges in e from the Löwdin method, atoms 1 to 8: -0.055 -0.209 -0.146 -0.159 0.000 0.015 -0.232 -0.570


C7H15Cl2N5O2OsP as an isolated structure in a non-equilibrium geometry, computed with ωB97M-V with the def2-TZVPD basis set.

```
33
C7H15Cl2N5O2OsP (ωB97M-V with the def2-TZVPD basis set)
C 1.2268 -4.0391 -1.0791
C 1.2100 -2.6409 -0.5513
H 0.1880 -4.3809 -1.0774
H 1.8462 -4.6986 -0.4582
H 1.6412 -4.0677 -2.0974
O 0.1575 -2.0232 -0.4184
Cl 2.6539 -1.9135 -0.1508
Os -0.4685 1.9327 0.6460
P -0.0207 1.3979 -1.4501
C -1.5492 1.8390 -2.3586
C 1.2496 2.5616 -2.0980
H 1.4533 -0.3313 -2.4503
H 0.4561 0.4686 -3.6479
H -0.2423 -0.7684 -2.6173
C 0.4525 0.0707 -2.6194
H 2.2097 2.2798 -1.6493
H 1.2989 2.4445 -3.1855
H -1.2939 2.0160 -3.4079
H -1.9827 2.7315 -1.8969
H 0.9687 3.5799 -1.8191
H -2.2331 0.9843 -2.2834
C -2.1964 1.5061 1.0514
O -3.3390 1.2031 1.0576
Cl 0.6516 3.8392 1.2120
N -1.6471 -1.2710 4.7287
N -0.8134 -0.5378 3.8971
N 0.5225 -0.7678 3.8701
C 0.8812 -0.0345 2.8192
N -0.1736 0.5852 2.2314
N -1.2803 0.2365 2.9385
H -2.5516 -0.8343 4.7786
H -1.1686 -1.4033 5.6201
H 1.8925 0.0354 2.4658
```

HOMO level (alpha / beta)	-19.06 / -19.84	eV
DFT total energy	-2051.05032	Eh
spin multiplicity	5
⟨S²⟩	6.025
total charge	+3

Atomic partial charges in e from the Löwdin method, atoms 1 to 8: 0.043 -0.762 0.125 0.143 0.149 0.268 1.009 1.074


A 7-piece molecular cluster, C2H18O8 overall in a non-equilibrium geometry, computed with ωB97M-V with the def2-TZVPD basis set.

```
28
C2H18O8 (ωB97M-V with the def2-TZVPD basis set)
O -0.3313 2.0780 2.3888
C 1.0397 1.7810 2.0958
C 1.3907 0.3470 2.3688
O 2.8027 0.0990 2.4008
H -0.5113 1.6110 3.3048
H 1.1277 2.1900 1.1068
H 1.7297 2.3810 2.7128
H 1.0367 -0.2330 1.4818
H 0.9747 -0.1460 3.2708
H 3.1047 0.3570 1.5968
O -1.3193 -1.0370 -3.6602
H -1.7303 -1.7600 -4.0542
H -1.8823 -0.8720 -2.8762
O -0.1563 -2.8240 -0.8142
H 0.5767 -3.2900 -0.4762
H 0.2067 -2.6190 -1.6732
O -2.0453 2.1820 -0.9672
H -2.2653 2.1670 -0.0452
H -1.4573 1.4490 -0.9312
O 2.5747 0.2620 -0.6802
H 2.5537 1.1870 -0.5012
H 2.6947 0.1530 -1.5992
O -0.4343 0.1200 -0.6322
H 0.4617 -0.0600 -0.6862
H -0.9623 -0.6800 -0.6312
O -2.8733 -2.0030 -0.8922
H -3.1723 -1.5440 -0.0992
H -3.1333 -1.2950 -1.5082
```

HOMO level	-10.05	eV
SMILES	OCCO.O.O.O.O.O.O
DFT total energy	-688.84739	Eh

Atomic partial charges in e from the Löwdin method, atoms 1 to 8: -0.099 -0.267 -0.236 -0.035 0.141 0.108 0.123 0.105


C4H8O as an isolated structure in a non-equilibrium geometry, computed with ωB97M-V with the def2-TZVPD basis set.

```
13
C4H8O (ωB97M-V with the def2-TZVPD basis set)
O 1.9360 -0.4527 0.9453
C 1.6958 -0.1577 -0.4863
C 0.4047 -0.2150 -1.0956
C -0.8005 -0.4921 -0.2411
C -1.2022 0.6607 0.7366
H 2.5792 0.1262 -1.0284
H 1.2395 0.2782 0.7975
H 0.3315 -0.4889 -2.1609
H -1.6781 -0.7854 -0.8258
H -0.6091 -1.3481 0.4320
H -2.2959 0.8015 0.7742
H -0.7613 1.5712 0.3894
H -0.8395 0.5019 1.7630
```

HOMO level (alpha / beta)	1.03 / -2.42	eV
DFT total energy	-232.29557	Eh
spin multiplicity	2
⟨S²⟩	0.754
total charge	-1

Atomic partial charges in e from the Löwdin method, atoms 1 to 8: -0.197 -0.334 -0.278 -0.353 -0.180 0.032 0.024 0.018


C4H5NaO2 as an isolated structure in a non-equilibrium geometry, computed with ωB97M-V with the def2-TZVPD basis set.

```
12
C4H5NaO2 (ωB97M-V with the def2-TZVPD basis set)
C -0.6247 0.5799 -2.9861
C -0.7796 1.6974 -2.2835
O -0.4491 1.7831 -0.9545
H -0.1598 -0.3146 -2.5677
H -0.8775 0.5862 -4.0456
H -1.1674 2.6237 -2.7115
H -0.5361 2.6907 -0.6421
H 1.0781 -3.6918 5.0987
C 1.0927 -2.9084 4.3642
C 1.0237 -2.0691 3.4681
O 0.9103 -1.2979 2.4971
Na 0.4895 0.3206 0.7630
```

HOMO level	-6.11	eV
DFT total energy	-468.09957	Eh

Atomic partial charges in e from the Löwdin method, atoms 1 to 8: 0.033 -0.253 -0.054 0.069 0.067 0.121 0.113 -0.034


C6H13O5P as an isolated structure in a non-equilibrium geometry, computed with ωB97M-V with the def2-TZVPD basis set.

```
25
C6H13O5P (ωB97M-V with the def2-TZVPD basis set)
C -1.4221 1.6726 -0.6771
C 1.5580 0.1177 -1.5522
C -1.5394 0.4287 0.0914
C 0.4913 -0.7753 -0.9074
C 1.0439 0.6779 1.5187
C -0.1696 -0.3096 0.3942
O -1.5627 -2.4677 1.3557
O -2.3518 -0.4483 -0.6705
O 1.0942 -1.9914 -0.4356
O 2.2817 0.1184 1.5549
O 0.4063 0.4286 2.7585
P -0.2246 -1.8911 1.4134
H -2.5481 2.0305 -0.7751
H -0.8302 2.5695 -0.3264
H -1.0863 1.5177 -1.7413
H 1.1365 0.4814 -2.5537
H 2.3371 -0.6139 -1.9912
H 1.8957 0.9167 -0.9317
H -1.9465 0.5868 1.0353
H -0.2144 -1.1797 -1.5530
H 0.9539 1.6123 1.1920
H -2.7080 -1.2454 -0.2028
H 1.5295 -2.5051 -1.2587
H 2.1709 -0.8505 1.4036
H -0.2954 1.1193 2.8591
```

HOMO level	-8.39	eV
DFT total energy	-953.86760	Eh

Atomic partial charges in e from the Löwdin method, atoms 1 to 8: -0.058 -0.017 -0.458 -0.434 -0.353 -0.311 -0.434 -0.053


One molecule with the formula C2H6N4O in a non-equilibrium geometry, computed with ωB97M-V with the def2-TZVPD basis set.

```
13
C2H6N4O (ωB97M-V with the def2-TZVPD basis set)
H -1.0873 1.9502 -0.6064
N -1.7585 1.1262 -0.6060
C -1.0428 0.2817 0.0664
N -1.5558 -0.9817 0.2691
N 0.2840 0.3316 0.3580
O 0.7441 1.6047 0.5830
C 1.1228 -0.5886 -0.0546
N 2.3806 -0.1407 -0.2686
H 2.8274 -1.0622 -0.6110
H -2.4793 -1.1585 0.0243
H -1.6094 -1.3938 1.2460
H 1.5584 1.4771 0.0126
H 0.6158 -1.4459 -0.4128
```

HOMO level	-9.14	eV
SMILES	[H]/N=C(/N)N(O)/C=N/[H]
DFT total energy	-373.97427	Eh

Atomic partial charges in e from the Löwdin method, atoms 1 to 8: 0.067 0.144 -0.523 0.103 -0.156 0.035 -0.215 0.053


C48H47N4O2P2RuS3Te as an isolated structure, computed with ωB97M-V with the def2-TZVPD basis set.

```
108
C48H47N4O2P2RuS3Te (ωB97M-V with the def2-TZVPD basis set)
Ru 0.5953 -0.0193 1.0747
C 3.2227 1.2888 4.5122
O 1.9889 0.7634 4.0704
C 0.8564 1.3496 4.5216
C 0.8324 2.3852 5.4475
C -0.3798 2.8941 5.8984
C -1.5733 2.3609 5.4473
C -1.5461 1.3252 4.5229
C -0.3489 0.8316 4.0360
N -0.3628 -0.2050 3.0346
N -1.1196 -1.1363 3.4107
C -1.4692 -2.2210 2.6534
C -1.3168 -2.3423 1.2550
O -0.7313 -1.5023 0.4894
C -1.9113 -3.4873 0.6088
C -2.5629 -4.4405 1.3053
C -2.7191 -4.3557 2.7244
C -3.4017 -5.3560 3.4416
C -3.5633 -5.2610 4.7990
C -3.0379 -4.1478 5.4734
C -2.3639 -3.1633 4.7948
C -2.1856 -3.2395 3.3969
H 3.3418 2.3324 4.2045
H 3.9901 0.6836 4.0384
H 3.3210 1.2164 5.5990
H 1.7564 2.7959 5.8272
H -0.3792 3.7049 6.6155
H -2.5194 2.7438 5.8061
H -2.4613 0.8857 4.1517
H -1.7939 -3.5427 -0.4665
H -2.9878 -5.2960 0.7911
H -3.7994 -6.2052 2.8974
H -4.0884 -6.0329 5.3462
H -3.1619 -4.0645 6.5461
H -1.9583 -2.3139 5.3251
C -2.3840 -0.0464 -5.8650
S -0.6966 0.4310 -6.2940
C -0.5093 1.9834 -5.3685
C 0.1371 1.8400 -3.9973
C -0.7239 1.0351 -3.0358
N -0.1911 0.9262 -1.6743
P -0.8566 1.6864 -0.3035
C -1.5719 3.1889 -1.1527
C -0.7285 4.2366 -1.5173
C -1.2113 5.3399 -2.2021
C -2.5598 5.4224 -2.5250
C -3.4138 4.3951 -2.1575
C -2.9230 3.2850 -1.4796
C -2.3986 0.8980 0.2258
C -3.0292 1.3354 1.3854
C -4.2001 0.7245 1.8094
C -4.7464 -0.3220 1.0788
C -4.1221 -0.7527 -0.0840
C -2.9522 -0.1434 -0.5131
P 1.1229 -0.0121 -1.0982
C 1.0926 -1.6047 -2.0066
C 0.9979 -1.6635 -3.3991
C 1.0210 -2.8806 -4.0628
C 1.1767 -4.0594 -3.3464
C 1.3142 -4.0119 -1.9671
C 1.2658 -2.7940 -1.3008
C 2.6032 0.7392 -1.8853
C 3.6119 -0.0357 -2.4540
C 4.7696 0.5550 -2.9451
C 4.9405 1.9293 -2.8634
C 3.9460 2.7095 -2.2868
C 2.7900 2.1179 -1.8031
H -2.6375 -0.8977 -6.4947
H -3.0763 0.7654 -6.0851
H -2.4831 -0.3419 -4.8221
H -1.4935 2.4528 -5.2938
H 0.1042 2.6277 -5.9987
H 0.3036 2.8360 -3.5773
H 1.1201 1.3766 -4.1071
H -0.8763 0.0253 -3.4218
H -1.7129 1.4928 -2.9744
H 0.3184 4.1953 -1.2385
H -0.5368 6.1421 -2.4742
H -2.9422 6.2877 -3.0513
H -4.4688 4.4536 -2.3941
H -3.6067 2.4922 -1.2053
H -2.5936 2.1447 1.9612
H -4.6843 1.0628 2.7174
H -5.6531 -0.8058 1.4186
H -4.5382 -1.5759 -0.6510
H -2.4490 -0.5047 -1.4018
H 0.9240 -0.7603 -3.9915
H 0.9286 -2.9008 -5.1415
H 1.2010 -5.0104 -3.8637
H 1.4469 -4.9254 -1.4006
H 1.3672 -2.7651 -0.2266
H 3.4919 -1.1096 -2.5300
H 5.5341 -0.0608 -3.4043
H 5.8395 2.3913 -3.2516
H 4.0703 3.7828 -2.2147
H 2.0274 2.7303 -1.3383
Te 0.6768 2.6663 1.3057
S 2.4001 -1.7713 2.0741
C 3.8093 -1.3594 1.3062
N 4.7488 -2.2204 0.8975
C 5.8143 -1.7021 0.0526
C 5.9328 -0.2229 0.4072
S 4.2650 0.2817 0.9332
H 4.5337 -3.2045 0.9451
H 5.5526 -1.8269 -1.0011
H 6.7443 -2.2341 0.2501
H 6.2331 0.3727 -0.4516
H 6.6312 -0.0614 1.2270
```

HOMO level (alpha / beta)	-6.32 / -6.19	eV
DFT total energy	-4467.03721	Eh
spin multiplicity	2
⟨S²⟩	0.761

Atomic partial charges in e from the Löwdin method, atoms 1 to 8: 0.441 -0.087 -0.170 -0.311 -0.028 -0.085 -0.086 -0.041


One molecule with the formula C3H6N2O3 in a non-equilibrium geometry, computed with ωB97M-V with the def2-TZVPD basis set.

```
14
C3H6N2O3 (ωB97M-V with the def2-TZVPD basis set)
C 0.0372 2.8249 0.5994
C -0.7264 1.6470 0.0171
O -1.9052 1.6568 -0.1593
O 0.1500 0.6883 -0.3306
N -0.1267 -0.6850 0.0766
C 0.6252 -1.5373 -0.5669
N 0.4350 -2.8741 -0.5691
O -0.6846 -3.3038 0.1590
H 1.1369 2.7408 0.4870
H -0.3074 3.7626 0.1312
H -0.2649 2.7603 1.6747
H 1.5995 -1.3425 -1.0619
H 0.4168 -3.1463 -1.4992
H -0.3851 -3.1916 1.0421
```

HOMO level	-9.33	eV
SMILES	CC(=O)O/N=C/NO
DFT total energy	-453.00198	Eh

Atomic partial charges in e from the Löwdin method, atoms 1 to 8: 0.005 -0.567 0.126 -0.058 0.121 -0.187 -0.055 -0.003


A 2-piece molecular cluster, C2H3NOS3 overall in a non-equilibrium geometry, computed with ωB97M-V with the def2-TZVPD basis set.

```
10
C2H3NOS3 (ωB97M-V with the def2-TZVPD basis set)
C 0.9648 0.5871 -0.3421
C -0.1120 -0.1983 -0.7411
N -0.0326 -1.4954 -0.4325
O 1.0332 -1.8126 0.4023
S 1.2801 2.1654 -0.6857
S 2.0341 -0.4836 0.6365
S -1.7102 0.9504 1.5728
H -0.9272 0.1641 -1.3394
H -0.8321 -2.0983 -0.2724
H -1.6979 2.2213 1.2016
```

HOMO level (alpha / beta)	-7.79 / -7.81	eV
DFT total energy	-1402.38246	Eh

Atomic partial charges in e from the Löwdin method, atoms 1 to 8: -1.125 -0.240 0.001 -0.432 0.661 1.031 0.148 0.125


C26H20ClI2MgN2O5S as an isolated structure, computed with ωB97M-V with the def2-TZVPD basis set.

```
58
C26H20ClI2MgN2O5S (ωB97M-V with the def2-TZVPD basis set)
Mg 0.2919 -0.2831 0.6258
O -2.6889 -0.2021 -2.2302
Cl -1.9270 -0.7869 -1.1803
O -2.0783 -2.2065 -1.1534
O -2.2744 -0.2217 0.1076
O -0.4915 -0.4482 -1.3723
C 2.5198 -2.5659 -4.0264
C 3.8073 -1.7489 -4.1319
C 4.9974 -2.7035 -3.9639
C 3.8637 -1.1062 -5.5245
C 3.8796 -0.6540 -3.0685
C 5.0059 0.1932 -3.0266
C 5.1368 1.2029 -2.0964
C 4.1117 1.3791 -1.1710
S 3.9488 2.5230 0.1262
C 2.4062 1.8158 0.5364
N 2.0486 0.8321 -0.2251
C 2.9907 0.5515 -1.1967
C 2.8719 -0.4668 -2.1428
C 1.5724 2.2488 1.6678
C 1.9060 3.4000 2.3829
C 1.1146 3.7909 3.4483
C 0.0053 3.0202 3.7777
C -0.2987 1.8787 3.0454
C 0.4634 1.4341 1.9572
H 2.5181 -3.3378 -4.7992
H 1.6335 -1.9456 -4.1707
H 2.4343 -3.0585 -3.0567
H 4.9557 -3.4926 -4.7189
H 4.9748 -3.1721 -2.9784
H 5.9519 -2.1854 -4.0708
H 3.8194 -1.8774 -6.2976
H 4.7841 -0.5373 -5.6674
H 3.0214 -0.4273 -5.6689
H 5.8022 0.0541 -3.7476
H 6.0146 1.8361 -2.0896
H 1.9910 -1.0903 -2.1056
H 2.7732 3.9928 2.1087
H 1.3552 4.6828 4.0138
H -0.6229 3.3161 4.6112
H -1.1766 1.3128 3.3482
I 3.6563 -4.1945 -0.1070
C 1.9525 -4.1172 1.0859
C 1.6026 -5.2250 1.8709
C 0.4964 -5.2069 2.6765
I 0.0563 -6.9057 3.8145
C -0.3262 -4.0501 2.7347
C -1.4897 -3.9058 3.5206
C -2.1991 -2.7378 3.4808
C -1.7560 -1.6941 2.6532
N -0.6761 -1.7919 1.9181
C 0.0374 -2.9436 1.9416
C 1.2038 -2.9416 1.0740
O 1.4695 -1.9034 0.3843
H 2.2268 -6.1077 1.8334
H -1.8132 -4.7272 4.1465
H -3.0977 -2.6105 4.0685
H -2.3106 -0.7677 2.5754
```

HOMO level	-5.00	eV
DFT total energy	-3142.36683	Eh
total charge	-1

Atomic partial charges in e from the Löwdin method, atoms 1 to 8: 0.657 -0.308 0.684 -0.310 -0.363 -0.391 -0.061 -0.558